This record from the OMol25 dataset describes 2 unconnected molecules or ions with the total composition C2H3N3S at a distorted geometry. The level of theory is ωB97M-V with the def2-TZVPD basis set.

Each line ends with the Löwdin charge.
Positions of all 9 atoms, in Å:
C  -2.101987  -1.688051  0.193164  -0.13
C  -1.380684  1.010619  0.363162  -0.64
N  -3.235204  -1.841640  0.012922  0.04
N  0.617952  -0.071462  -0.035469  -0.01
N  -0.079080  1.021957  0.070267  -0.19
S  -2.875628  1.269325  -0.144526  0.73
H  1.601713  0.060118  0.027885  0.03
H  -1.099740  -1.343928  0.114440  -0.01
H  0.391736  1.931282  0.267674  0.18

Forces on atoms 1 to 2 (eV/Å):
-2.16 -0.32 -0.90
-1.38 1.58 -0.84

Results
- energy relative to the best compared isomer or geometry (same formula, charge and spin) (kcal/mol) = 112.3
- HOMO level (spin up / spin down) (eV) = -8.288 / -7.881
- LUMO level (spin up / spin down) (eV) = -0.98 / -1.15
- E_tot (eV) = -17422.928
- orbital gap (spin up / spin down) (Ha) = 0.2685 / 0.2473
- net charge = 0

---

This record from the OMol25 dataset describes a single C2H3N3S molecule. The level of theory is ωB97M-V with the def2-TZVPD basis set.

Each line ends with the Löwdin charge.
Positions of all 9 atoms, in Å:
S  -2.283575  -0.084404  -0.204917  0.83
N  -0.587997  -0.059637  -0.139429  -0.56
C  0.229039  1.021020  -0.123159  -0.23
N  1.485227  0.633100  -0.110776  0.07
C  1.386193  -0.720231  -0.120413  -0.24
N  0.156620  -1.202565  -0.141692  0.04
H  -2.508679  -0.278462  1.095056  -0.14
H  -0.130943  2.059520  -0.115049  0.13
H  2.254111  -1.368337  -0.139624  0.10

Forces on atoms 1 to 2 (eV/Å):
0.05 0.06 -0.34
0.01 -0.01 0.09

Results
- structure (SMILES) = Sn1cncn1
- energy relative to the best compared isomer or geometry (same formula, charge and spin) (kcal/mol) = 13.5
- HOMO level (eV) = -10.219
- LUMO level (eV) = 0.60
- E_tot (eV) = -17427.209
- orbital gap (Ha) = 0.3978
- net charge = 0